The following is a DFT calculation (ωB97M-V with the def2-TZVPD basis set) of one molecule with the formula C19H28N2.

Charge   0
Total energy   -850.281814 a.u.
SMILES   Cc1ccc(C)c(N2CCN(C[C@@H]3CC=CCC3)CC2)c1
Molar mass   284.447 g mol⁻¹
HOMO energy   -7.94 eV
LUMO   0.902 eV

Geometry (Å):
N -1.367 0.347 0.185
N 1.471 0.387 0.165
C -0.633 0.776 -0.990
C -5.497 -0.227 -0.254
C -3.312 -1.136 0.043
C 3.764 -0.285 0.861
C -3.054 2.652 -0.060
C 0.700 1.379 -0.559
C -3.591 1.252 -0.115
C 5.049 -1.630 -0.916
C -5.262 -2.716 -0.051
C -0.606 -0.662 0.887
C 5.183 0.298 1.006
C 2.805 0.857 0.492
C -4.677 -1.335 -0.090
C 0.721 -0.048 1.328
C 5.750 0.611 -0.341
C -4.954 1.043 -0.260
C 5.681 -0.324 -1.276
C 3.708 -1.396 -0.203
C -2.750 0.139 0.019
H 2.782 1.598 1.312
H 3.471 -0.690 1.834
H 5.155 1.184 1.642
H -0.384 -1.536 0.252
H -2.671 -1.997 0.156
H -2.124 2.674 0.502
H 3.383 -2.334 0.250
H 2.959 -1.117 -0.943
H -1.216 1.510 -1.544
H -4.487 -3.472 -0.148
H -5.781 -2.876 0.895
H 6.185 1.583 -0.517
H -1.169 -0.987 1.764
H 1.264 1.684 -1.445
H 5.720 -2.171 -0.239
H 1.300 -0.800 1.864
H 0.519 0.796 2.013
H -5.605 1.900 -0.364
H 3.203 1.352 -0.398
H -5.985 -2.849 -0.854
H -6.564 -0.360 -0.366
H -3.777 3.310 0.418
H 5.815 -0.448 1.498
H 6.056 -0.178 -2.277
H -2.863 3.042 -1.061
H 0.509 2.275 0.059
H -0.431 -0.082 -1.655
H 4.893 -2.252 -1.797

Mulliken population analysis, charges in e, atoms 1 to 8:
1. N 0.496
2. N 0.661
3. C -0.789
4. C -0.672
5. C -0.163
6. C 0.591
7. C -1.725
8. C -0.738

***

The following is a DFT calculation (ωB97M-V with the def2-TZVPD basis set) of one molecule with the formula C19H28N2O3S2.

Charge   0
Total energy   -1872.381623 a.u.
ΔE to the lowest compared entry with this formula, charge and spin   111.9 kJ/mol
SMILES   CSC1(C(=O)N2C[C@H]3CSC[C@@]3(C)C2)CN(C(=O)[C@@H]2CC3(CC3)CO2)C1
Molar mass   396.578 g mol⁻¹
HOMO energy   -8.76 eV
LUMO   0.410 eV

Geometry (Å):
S 1.388 1.382 -0.824
S 0.142 1.268 -4.785
O 1.855 -1.805 -2.206
O 2.485 -1.209 3.387
O 0.201 -1.273 4.973
N 1.210 -0.954 1.553
N -0.276 -1.093 -2.352
C 0.126 0.894 3.967
C 0.430 2.244 6.226
C 0.926 -1.165 -1.740
C 1.132 -0.376 -0.458
C -1.423 -0.278 -1.995
C -0.465 -1.681 -3.670
C -0.844 -0.038 -5.551
C 0.161 -0.639 3.712
C 0.170 0.978 5.482
C -1.505 -0.790 -4.390
C -2.688 -1.616 -4.885
C 2.808 1.270 -1.928
C 1.399 -0.985 2.889
C -0.941 1.613 6.261
C 2.207 -0.972 0.487
C -1.278 1.625 -3.711
C 0.109 -0.520 0.703
C -1.917 0.277 -3.334
C 0.748 -0.349 5.909
H -3.003 0.391 -3.305
H 2.544 0.770 -2.857
H 3.113 2.293 -2.137
H -2.361 -2.379 -5.595
H -1.732 2.102 5.707
H 1.036 2.187 7.121
H -0.948 2.194 -2.844
H 3.071 -0.338 0.684
H -0.216 -0.685 -6.162
H -0.770 1.358 3.554
H -3.182 -2.126 -4.055
H 0.499 -1.710 -4.177
H -1.985 2.235 -4.274
H -2.198 -0.888 -1.518
H -0.825 -2.712 -3.588
H -0.646 -1.293 0.536
H 3.628 0.744 -1.442
H -0.378 0.409 1.010
H 0.557 3.153 5.654
H 0.998 1.377 3.522
H -1.145 0.518 -1.309
H -3.425 -0.984 -5.382
H 1.840 -0.353 5.842
H 0.438 -0.659 6.907
H -1.258 1.135 7.178
H -0.740 -0.990 3.203
H -1.601 0.415 -6.197
H 2.532 -1.971 0.204

Mulliken population analysis, charges in e, atoms 1 to 8:
1. S -0.054
2. S -0.225
3. O -0.702
4. O -0.693
5. O -0.527
6. N 0.305
7. N 0.320
8. C -0.879